(1)
DFT (the ωB97M-V functional and the def2-TZVPD basis) results for a molecular structure, C37H37F10Ge2N3O3SSn.

Results
Largest force on an atom (hartree/bohr): 0.0171
ΔE to the lowest compared entry with this formula, charge and spin (kJ/mol): 189.36
Energy (eV): -206453.317
Gap between HOMO and LUMO (eV): 5.48
LUMO energy (eV): 4.23

Structure (ORCA input):
```
! RIJCOSX wB97M-V def2-TZVPD def2/J DEFGRID3
* xyz -2 1
Sn 0.011 -0.926 0.421
C 0.693 -4.569 0.306
N -0.337 -3.732 0.922
C -0.478 -4.042 2.345
C 0.759 -3.679 3.172
N 1.044 -2.250 3.106
C 0.813 -1.447 4.070
C 0.955 0.035 3.708
F 1.992 0.227 2.791
C 1.156 0.937 4.845
F 1.612 2.145 4.587
C 0.606 0.659 6.021
F 0.545 1.553 7.012
C 0.132 -0.672 6.270
F -0.389 -0.917 7.456
C 0.293 -1.672 5.395
F -0.112 -2.898 5.780
C -1.584 -3.905 0.164
C -2.769 -3.060 0.594
N -2.525 -1.625 0.529
C -3.612 -0.832 0.553
C -4.979 -1.184 0.745
F -5.347 -2.445 1.102
C -6.028 -0.286 0.642
F -7.286 -0.725 0.815
C -5.815 1.043 0.383
F -6.841 1.909 0.260
C -4.502 1.462 0.269
F -4.255 2.761 0.062
C -3.468 0.571 0.380
F -2.227 1.059 0.332
H 0.465 -5.640 0.449
H 0.742 -4.356 -0.759
H 1.672 -4.352 0.730
H -1.324 -3.484 2.747
H -0.688 -5.119 2.473
H 0.615 -4.057 4.182
H 1.626 -4.196 2.756
H -1.351 -3.660 -0.877
H -1.899 -4.963 0.203
H -3.573 -3.358 -0.087
H -3.089 -3.370 1.597
C 4.392 -2.688 -0.910
C 3.263 -1.669 -0.960
C 3.763 -0.312 -1.432
O 2.670 -1.559 0.347
C 2.150 -2.140 -1.949
O 2.529 -2.742 -2.965
O 0.945 -1.810 -1.651
H 5.227 -2.304 -0.308
H 4.732 -2.898 -1.923
H 4.035 -3.620 -0.464
H 4.600 0.027 -0.807
H 2.957 0.422 -1.379
H 4.100 -0.373 -2.470
H 3.111 -0.879 0.869
C -0.990 4.460 0.747
Ge 0.496 3.920 -0.439
C 2.030 3.931 0.830
C 0.818 5.529 -1.566
Ge 0.441 1.582 -1.297
C 1.795 1.732 -2.785
C 1.775 0.817 -3.847
C 2.791 0.782 -4.798
C 3.864 1.664 -4.714
C 3.909 2.580 -3.667
C 2.891 2.604 -2.717
C -1.236 1.470 -2.397
C -2.085 2.542 -2.687
C -3.279 2.361 -3.377
C -3.658 1.090 -3.799
C -2.832 0.006 -3.523
C -1.639 0.194 -2.828
H -0.736 5.397 1.258
H -1.144 3.676 1.498
H -1.931 4.594 0.204
H 2.090 4.883 1.374
H 2.989 3.763 0.324
H 1.893 3.123 1.557
H 1.158 6.348 -0.924
H -0.109 5.833 -2.065
H 1.573 5.339 -2.336
H 0.960 0.102 -3.923
H 2.756 0.049 -5.597
H 4.659 1.635 -5.452
H 4.744 3.269 -3.588
H 2.950 3.321 -1.900
H -1.817 3.541 -2.346
H -3.925 3.211 -3.578
H -4.593 0.946 -4.329
H -3.123 -0.991 -3.837
H -1.012 -0.671 -2.612
S -1.791 0.641 3.715
C -0.408 0.330 2.970
*
```

(2)
DFT (the ωB97M-V functional and the def2-TZVPD basis) results for 9 unconnected molecules or ions with the total composition C39H87BBrF8N3O24PS at a distorted geometry.

Results
Largest force on an atom (hartree/bohr): 0.1749
Energy (eV): -208020.421
Gap between HOMO and LUMO (eV): 6.54
LUMO energy (eV): -4.54

Structure (ORCA input):
```
! RIJCOSX wB97M-V def2-TZVPD def2/J DEFGRID3
* xyz 1 1
C -4.170 -8.465 -1.882
C -3.392 -7.250 -1.077
C -4.419 -6.211 -0.295
O -3.718 -4.961 0.145
N -3.584 -4.266 -0.997
C -2.815 -3.099 -1.049
N -2.750 -2.277 -2.347
C -3.484 -0.952 -2.107
C -5.027 -1.165 -2.591
F -5.691 -2.400 -2.122
C -4.955 -1.315 -4.258
C -6.044 -0.362 -5.035
C -3.269 -0.293 -0.624
B -4.619 -0.377 0.359
O -5.874 0.413 0.097
C -4.728 -1.378 1.689
C -5.881 -2.569 1.483
S -2.922 1.530 -0.865
O -3.054 2.196 0.561
O -1.505 1.669 -1.479
C -4.084 2.484 -1.959
F -5.320 3.002 -1.261
F -4.456 1.856 -3.243
C -3.271 3.884 -2.391
F -2.415 3.579 -3.595
F -2.497 4.477 -1.278
C -4.321 5.080 -2.892
F -3.456 6.031 -3.686
F -5.422 4.582 -3.747
F -4.769 5.859 -1.699
C -1.931 -0.995 0.020
C -1.411 -0.403 1.445
C -0.221 0.718 1.385
P 1.416 0.174 0.572
O 2.067 -1.103 1.312
O 2.553 1.495 0.926
C 3.795 1.334 0.158
C 5.041 2.292 0.650
O 1.381 0.033 -1.160
C 2.231 -1.051 -1.667
C 2.020 -1.053 -3.326
N -2.013 -2.533 0.099
C -0.639 -3.161 0.145
C -0.378 -4.407 -0.876
O -0.666 -5.650 -0.398
Br 0.339 -4.325 -2.739
H -4.175 -9.438 -1.194
H -3.608 -8.753 -2.875
H -5.276 -8.202 -2.165
H -2.676 -6.714 -1.842
H -2.756 -7.784 -0.226
H -4.862 -6.774 0.656
H -5.366 -5.969 -0.972
H -4.042 -4.526 -1.922
H -1.745 -2.076 -2.590
H -2.982 -0.192 -2.880
H -5.732 -0.214 -2.428
H -3.887 -1.017 -4.683
H -5.105 -2.450 -4.552
H -6.983 -1.017 -5.320
H -5.560 -0.018 -6.071
H -6.338 0.618 -4.465
H -6.535 -0.285 -0.229
H -5.112 -0.721 2.580
H -3.714 -1.868 1.997
H -5.599 -3.491 2.169
H -6.893 -2.136 1.910
H -5.996 -2.910 0.368
H -1.057 -0.798 -0.770
H -0.989 -1.276 2.145
H -2.264 0.094 2.119
H 0.052 0.954 2.525
H -0.516 1.750 0.922
H 3.541 1.679 -0.953
H 4.136 0.216 0.230
H 5.590 1.688 1.519
H 5.822 2.317 -0.251
H 4.723 3.362 1.003
H 1.976 -2.121 -1.271
H 3.388 -0.891 -1.496
H 1.034 -1.615 -3.634
H 1.827 0.094 -3.596
H 2.980 -1.422 -3.893
H -0.495 -3.594 1.249
H 0.223 -2.388 -0.008
C -10.159 0.829 3.152
C -8.873 0.733 2.339
O -8.939 -0.413 1.488
O -10.339 -0.363 3.912
H -10.130 1.681 3.837
H -11.027 0.930 2.492
H -8.011 0.595 2.999
H -8.716 1.626 1.727
H -9.603 -0.226 0.802
H -10.032 -1.095 3.341
C -3.403 2.833 5.676
C -2.117 2.737 4.864
O -2.183 1.591 4.013
O -3.583 1.641 6.437
H -3.374 3.684 6.362
H -4.271 2.934 5.017
H -1.255 2.599 5.524
H -1.960 3.629 4.251
H -2.846 1.777 3.326
H -3.276 0.909 5.866
C 4.414 3.795 4.155
C 3.574 4.623 5.120
O 3.467 5.959 4.623
O 5.702 4.389 4.004
H 4.541 2.772 4.519
H 3.950 3.766 3.164
H 4.058 4.681 6.099
H 2.570 4.205 5.241
H 2.903 5.930 3.831
H 5.553 5.355 4.009
C 0.933 -8.765 2.099
C 1.976 -7.700 1.783
O 1.756 -7.204 0.461
O 1.010 -9.816 1.139
H 1.090 -9.188 3.095
H -0.077 -8.346 2.044
H 2.982 -8.130 1.803
H 1.929 -6.867 2.490
H 0.933 -6.687 0.479
H 1.200 -9.384 0.283
C 0.824 -2.755 -7.870
C 1.838 -2.834 -6.735
O 1.179 -3.275 -5.546
O -0.232 -1.867 -7.512
H 1.289 -2.392 -8.791
H 0.376 -3.735 -8.059
H 2.257 -1.845 -6.524
H 2.653 -3.525 -6.971
H 0.942 -4.209 -5.675
H -0.394 -2.013 -6.559
C 8.985 3.443 -0.579
C 10.125 2.432 -0.549
O 10.240 1.815 -1.833
O 7.771 2.791 -0.944
H 8.850 3.915 0.398
H 9.176 4.219 -1.327
H 9.914 1.637 0.173
H 11.077 2.906 -0.293
H 10.578 2.488 -2.449
H 8.016 2.127 -1.619
C 1.703 8.525 8.064
C 2.008 7.050 8.300
O 1.651 6.304 7.136
O 0.321 8.688 7.756
H 1.938 9.123 8.948
H 2.275 8.906 7.212
H 1.408 6.662 9.129
H 3.067 6.888 8.519
H 2.286 6.535 6.436
H 0.076 7.918 7.204
C 13.558 2.385 -5.187
C 12.698 3.614 -4.920
O 12.522 3.767 -3.510
O 12.941 1.231 -4.620
H 13.689 2.220 -6.260
H 14.542 2.492 -4.720
H 11.703 3.489 -5.357
H 13.155 4.521 -5.325
H 13.381 4.033 -3.138
H 12.544 1.527 -3.777
*
```

(3)
DFT (the ωB97M-V functional and the def2-TZVPD basis) results for a molecular structure, C25H65O28S8V at a distorted geometry.

Results
Largest force on an atom (hartree/bohr): 0.0470
ΔE to the lowest compared entry with this formula, charge and spin (kJ/mol): 94.77
Energy (eV): -196672.836
Gap between HOMO and LUMO (alpha / beta) (eV): 9.24 / 9.65
LUMO energy (alpha / beta) (eV): -3.27 / -2.87
<S²>: 0.78

Structure (ORCA input):
```
! RIJCOSX wB97M-V def2-TZVPD def2/J DEFGRID3
* xyz 1 2
O 2.592 2.520 3.140
V 1.637 1.748 2.179
O -1.005 -0.503 0.196
C -0.062 0.118 0.879
O 0.702 0.981 0.306
O 0.135 -0.109 2.109
H -0.933 -0.137 -0.717
O -2.328 -5.048 2.006
S -1.287 -4.645 2.880
O -1.197 -5.184 4.190
O 0.090 -4.934 2.124
C 1.291 -4.980 2.912
C 1.579 -6.320 3.553
C -1.271 -2.879 2.927
H 1.417 -4.207 3.683
H 2.101 -4.760 2.208
H 2.519 -6.205 4.109
H 1.743 -7.106 2.820
H 0.835 -6.592 4.295
H -2.159 -2.634 3.508
H -1.329 -2.522 1.905
H -0.356 -2.484 3.356
O -0.051 0.555 -3.317
S 0.673 -0.675 -3.369
O 0.465 -1.710 -2.409
O 0.531 -1.367 -4.783
C 0.459 -0.495 -5.955
C 0.106 -1.352 -7.160
C 2.409 -0.319 -3.297
H 1.428 -0.011 -6.128
H -0.293 0.281 -5.817
H -0.709 -2.030 -6.908
H 0.970 -1.933 -7.489
H -0.189 -0.741 -8.010
H 2.530 0.278 -2.399
H 2.723 0.351 -4.096
H 2.978 -1.237 -3.281
O -2.008 3.217 1.641
S -0.858 3.963 1.303
O 0.434 3.455 1.695
O -0.797 4.227 -0.242
C -2.055 4.164 -0.987
C -1.695 4.122 -2.438
C -0.983 5.627 1.941
H -2.669 5.024 -0.709
H -2.668 3.300 -0.746
H -0.965 3.353 -2.675
H -1.312 5.106 -2.719
H -2.557 3.940 -3.077
H 0.037 5.980 2.069
H -1.430 5.493 2.922
H -1.528 6.186 1.197
O -1.822 2.601 5.360
S -0.829 1.675 4.941
O 0.042 2.037 3.869
O 0.167 1.379 6.125
C -0.374 1.227 7.473
C -0.714 -0.201 7.847
C -1.561 0.093 4.677
H -1.232 1.889 7.599
H 0.420 1.581 8.123
H -1.743 -0.513 7.682
H -0.479 -0.296 8.906
H -0.090 -0.910 7.296
H -2.084 0.106 3.726
H -2.227 -0.117 5.507
H -0.776 -0.655 4.678
O -5.077 3.825 -2.201
S -5.543 2.764 -3.042
O -4.981 2.589 -4.335
O -5.452 1.419 -2.205
C -4.286 1.158 -1.454
C -3.073 0.860 -2.304
C -7.294 2.796 -3.202
H -4.560 0.334 -0.799
H -4.086 1.988 -0.774
H -2.151 0.950 -1.730
H -3.105 1.588 -3.112
H -3.060 -0.140 -2.739
H -7.529 1.853 -3.703
H -7.601 3.607 -3.848
H -7.757 2.772 -2.224
O -2.545 -2.602 -3.617
S -3.075 -3.438 -2.593
O -4.469 -3.679 -2.523
O -2.372 -4.847 -2.603
C -1.009 -4.850 -3.027
C -0.282 -5.688 -2.025
C -2.548 -2.785 -1.026
H -0.643 -3.824 -2.975
H -0.977 -5.222 -4.043
H 0.761 -5.820 -2.312
H -0.768 -6.658 -1.963
H -0.320 -5.178 -1.065
H -1.567 -3.167 -0.738
H -3.187 -3.246 -0.277
H -2.553 -1.722 -1.178
O 3.028 2.449 0.473
S 3.782 2.357 -0.744
O 4.412 1.145 -1.115
O 2.885 2.731 -1.970
C 1.758 3.681 -1.784
C 1.600 4.432 -3.110
C 5.018 3.629 -0.740
H 2.027 4.416 -1.010
H 0.903 3.106 -1.446
H 0.971 5.299 -2.946
H 1.124 3.757 -3.822
H 2.577 4.753 -3.455
H 4.580 4.604 -0.906
H 5.704 3.313 -1.520
H 5.508 3.565 0.228
O 2.443 -2.186 2.525
S 3.165 -1.333 1.657
O 3.126 0.113 1.820
O 4.672 -1.781 1.787
C 5.803 -0.863 1.504
C 7.008 -1.277 2.337
C 2.804 -1.781 -0.025
H 5.503 0.144 1.808
H 6.045 -0.878 0.436
H 7.382 -2.239 1.980
H 6.734 -1.329 3.382
H 7.801 -0.572 2.088
H 3.059 -2.835 -0.084
H 3.534 -1.262 -0.644
H 1.761 -1.562 -0.194
*
```